[1]
The following is a DFT calculation (wB97M-V/def2-TZVPD) of a cluster of 15 separate species, C90H225N15 in total.

Results
LUMO level (Eh): 0.0234
Highest occupied orbital energy (eV): -7.9
Gap between HOMO and LUMO (eV): 8.55

Each line ends with the Löwdin charge.
Atoms and positions in Å:
C: -3.4811 -1.3020 -0.4932  -0.082
C: -2.6984 -2.0874 -1.5135  -0.307
N: -1.6169 -2.7869 -0.9285  -0.176
C: -2.0061 -3.9453 -0.1417  -0.229
C: -1.2393 -4.0277 1.1727  -0.060
C: -0.5442 -3.0767 -1.9146  -0.246
C: 0.6885 -3.7515 -1.3621  -0.074
H: -2.8276 -0.6733 0.0855  0.046
H: -4.0736 -1.9520 0.2405  0.088
H: -4.2313 -0.6043 -0.9735  0.076
H: -3.3704 -2.7654 -2.0978  0.129
H: -2.3568 -1.3753 -2.2585  0.074
H: -3.1109 -3.8761 0.0411  0.097
H: -1.8573 -4.8994 -0.7282  0.128
H: -1.4771 -3.1279 1.7670  0.067
H: -1.6155 -4.8128 1.7410  0.032
H: -0.1982 -4.0536 1.0006  0.030
H: -0.2699 -2.1800 -2.4084  0.059
H: -0.9351 -3.7578 -2.7459  0.137
H: 0.4295 -4.7863 -1.2677  0.071
H: 0.9856 -3.1565 -0.4790  0.072
H: 1.4748 -3.5989 -2.0987  0.047
C: -1.9517 2.3623 4.4852  -0.048
C: -1.5740 1.0268 5.2321  -0.227
N: -2.7509 0.1579 5.4296  -0.173
C: -3.3375 -0.3205 4.1616  -0.208
C: -2.4558 -1.2351 3.3209  -0.076
C: -2.3291 -0.8888 6.3248  -0.287
C: -3.5209 -1.5797 6.9961  -0.072
H: -2.1441 2.1277 3.4484  0.036
H: -1.1529 3.0607 4.4317  0.033
H: -2.8070 2.8490 4.9343  0.074
H: -0.7827 0.4496 4.7905  0.080
H: -1.2159 1.2707 6.2344  0.093
H: -4.3301 -0.7946 4.3958  0.128
H: -3.4722 0.5526 3.5561  0.080
H: -2.9323 -1.3816 2.3914  0.033
H: -1.4824 -0.7435 3.1345  0.067
H: -2.2313 -2.2550 3.7172  0.051
H: -1.6036 -0.4794 7.0299  0.095
H: -1.7685 -1.7142 5.8666  0.091
H: -3.1643 -2.0131 7.9533  0.079
H: -3.9635 -2.3160 6.3480  0.048
H: -4.3173 -0.8240 7.1745  0.083
C: 4.2950 5.4146 1.6611  -0.069
C: 3.2558 5.0326 2.7518  -0.247
N: 1.9207 5.2781 2.2007  -0.186
C: 1.6138 4.1224 1.3879  -0.263
C: 0.1898 4.0419 0.8830  -0.052
C: 0.9206 5.4206 3.3026  -0.232
C: 1.1594 6.7596 4.0153  -0.090
H: 4.0047 6.4048 1.2666  0.072
H: 4.3603 4.7245 0.8229  0.040
H: 5.3617 5.4515 2.0552  0.089
H: 3.2895 3.9994 3.1530  0.109
H: 3.3716 5.6948 3.5900  0.081
H: 2.3433 4.0653 0.5757  0.090
H: 1.7366 3.3244 2.1054  0.086
H: -0.1166 4.9808 0.5109  0.039
H: 0.2250 3.2455 0.1706  0.050
H: -0.4187 3.7463 1.7175  0.059
H: 0.9536 4.5262 4.0033  0.122
H: -0.0569 5.5301 2.8163  0.102
H: 0.4137 6.9449 4.8014  0.070
H: 0.9905 7.6023 3.3147  0.079
H: 2.1578 6.8434 4.4680  0.059
C: 3.0929 3.1010 -2.2133  -0.062
C: 4.5065 3.2892 -2.7556  -0.247
N: 5.1172 2.0682 -3.1989  -0.200
C: 5.4198 1.0756 -2.2167  -0.263
C: 6.4421 1.6152 -1.1810  -0.064
C: 4.5152 1.3604 -4.3643  -0.222
C: 4.0789 2.2766 -5.5275  -0.075
H: 2.7399 4.1065 -1.7967  0.054
H: 3.1076 2.3333 -1.3889  0.064
H: 2.3751 2.7014 -2.9479  0.069
H: 4.3718 3.8534 -3.6586  0.091
H: 5.2239 3.7813 -2.1289  0.105
H: 5.8205 0.2169 -2.7369  0.089
H: 4.5117 0.6877 -1.7257  0.089
H: 7.3509 2.0467 -1.6330  0.090
H: 6.6855 0.8966 -0.4338  0.050
H: 6.0978 2.4002 -0.5816  0.030
H: 5.2768 0.6483 -4.6234  0.100
H: 3.6073 0.7491 -4.0386  0.113
H: 3.9104 1.6581 -6.3882  0.036
H: 3.1144 2.7906 -5.3914  0.072
H: 4.8010 3.0539 -5.7799  0.079
C: -1.5649 2.7311 -3.4000  -0.068
C: -1.0591 3.1706 -4.7933  -0.225
N: -2.1542 3.6946 -5.7279  -0.158
C: -1.7748 3.4813 -7.1097  -0.258
C: -2.0241 2.0072 -7.5689  -0.079
C: -2.4499 5.1203 -5.3697  -0.257
C: -3.8483 5.5341 -5.7226  -0.084
H: -2.5052 2.0671 -3.4965  0.090
H: -1.7929 3.6286 -2.8135  0.043
H: -0.7945 2.1322 -2.9303  0.021
H: -0.1862 3.8790 -4.6613  0.124
H: -0.5066 2.3477 -5.2764  0.082
H: -2.3419 4.1144 -7.7920  0.103
H: -0.7095 3.7389 -7.2900  0.115
H: -1.1851 1.3055 -7.3879  0.039
H: -2.8453 1.4997 -7.0040  0.050
H: -2.2302 1.8184 -8.6514  0.079
H: -1.7484 5.7959 -5.8433  0.110
H: -2.2614 5.2048 -4.3025  0.080
H: -4.0534 6.5731 -5.4380  0.083
H: -4.5150 4.7844 -5.3111  0.040
H: -4.0240 5.4415 -6.8016  0.071
C: 2.8393 -5.5200 -5.5310  -0.092
C: 3.1647 -4.5721 -4.3946  -0.227
N: 4.6230 -4.3624 -4.2694  -0.191
C: 5.4768 -5.4222 -3.8449  -0.289
C: 6.8799 -5.3415 -4.3272  -0.089
C: 5.0448 -3.0374 -3.8755  -0.222
C: 4.9070 -2.6980 -2.3633  -0.061
H: 3.4318 -6.4053 -5.5876  0.046
H: 2.9382 -5.0165 -6.4764  0.059
H: 1.8030 -5.9675 -5.5156  0.090
H: 2.7193 -3.5805 -4.6101  0.095
H: 2.6879 -4.9928 -3.4860  0.105
H: 5.4980 -5.4903 -2.7472  0.113
H: 5.0005 -6.3606 -4.1656  0.111
H: 6.9791 -4.9680 -5.3432  0.085
H: 7.3876 -4.6795 -3.6821  0.051
H: 7.3207 -6.3439 -4.2831  0.082
H: 4.4538 -2.2917 -4.4077  0.103
H: 6.0561 -2.8390 -4.1049  0.091
H: 5.0596 -1.6591 -2.2350  0.017
H: 5.6143 -3.2047 -1.6921  0.074
H: 3.9155 -2.8538 -1.8848  0.059
C: -6.5748 -0.2203 -7.8799  -0.090
C: -5.6249 0.6124 -7.0521  -0.266
N: -6.0524 0.7948 -5.6614  -0.185
C: -5.6686 -0.3730 -4.8775  -0.244
C: -4.1901 -0.3896 -4.5546  -0.091
C: -5.9547 2.0958 -5.0345  -0.269
C: -7.1346 2.9997 -5.3480  -0.072
H: -7.1703 -0.9356 -7.3797  0.050
H: -6.0647 -0.8463 -8.6561  0.088
H: -7.2720 0.4508 -8.3377  0.059
H: -4.6232 0.0995 -7.1852  0.098
H: -5.4246 1.6237 -7.4281  0.116
H: -6.1951 -0.4012 -3.8802  0.123
H: -5.9735 -1.2840 -5.4455  0.119
H: -3.7843 -1.2860 -4.1393  0.049
H: -3.6456 -0.2361 -5.4799  0.047
H: -3.9831 0.4523 -3.8753  0.061
H: -5.0178 2.6646 -5.2850  0.104
H: -5.9299 1.9189 -3.9638  0.098
H: -6.7713 4.0081 -5.1429  0.058
H: -8.0121 2.8370 -4.7565  0.063
H: -7.3009 2.8949 -6.4304  0.078
C: -6.5423 2.2377 -0.3680  -0.069
C: -5.0322 2.5687 -0.5612  -0.256
N: -4.6317 3.7437 0.1993  -0.205
C: -4.2241 3.3512 1.5442  -0.272
C: -4.2786 4.5605 2.4079  -0.084
C: -3.7144 4.5626 -0.5377  -0.275
C: -4.4328 5.3505 -1.6497  -0.062
H: -7.1011 3.1362 -0.7022  0.079
H: -6.8768 2.0369 0.6645  0.066
H: -6.7625 1.3448 -0.9556  0.056
H: -4.2995 1.7452 -0.2676  0.114
H: -4.8554 2.6894 -1.6353  0.089
H: -3.2838 2.8127 1.4886  0.099
H: -4.9176 2.6665 2.0045  0.110
H: -4.0266 4.2753 3.4490  0.067
H: -5.2839 4.9522 2.3680  0.079
H: -3.5620 5.3612 2.1129  0.078
H: -3.3754 5.3570 0.0255  0.059
H: -2.8336 3.9130 -0.9227  0.130
H: -3.6421 5.9083 -2.2424  0.073
H: -4.9831 4.7205 -2.3003  0.036
H: -5.1786 6.0241 -1.1890  0.089
C: 4.8097 2.9235 9.0642  -0.096
C: 4.9960 2.6760 7.5985  -0.263
N: 3.8473 2.1222 6.8348  -0.166
C: 2.6644 3.0412 6.8328  -0.230
C: 1.4043 2.2781 6.4587  -0.091
C: 4.2658 1.5758 5.5243  -0.285
C: 4.6799 0.1339 5.6275  -0.097
H: 3.9138 3.5617 9.2362  0.071
H: 5.6104 3.6063 9.4333  0.086
H: 4.8128 2.0583 9.6640  0.055
H: 5.2655 3.6715 7.1198  0.128
H: 5.7920 1.9430 7.3855  0.106
H: 2.5966 3.5084 7.8058  0.093
H: 2.7919 3.8142 6.1146  0.090
H: 1.6064 1.7603 5.5402  0.032
H: 1.1605 1.3982 7.1733  0.096
H: 0.6090 3.0259 6.2970  0.074
H: 5.1332 2.0374 4.9988  0.118
H: 3.4106 1.7260 4.8283  0.084
H: 4.9679 -0.4540 4.7356  0.073
H: 3.8196 -0.4011 6.0897  0.069
H: 5.5112 0.0795 6.3499  0.068
C: -0.1063 -5.2340 9.1231  -0.098
C: 0.8126 -4.5775 8.1053  -0.248
N: 0.0540 -3.8548 6.9994  -0.123
C: 0.9724 -2.8482 6.4692  -0.312
C: 1.1168 -1.6518 7.3411  -0.102
C: -0.1472 -4.8831 5.8876  -0.213
C: -0.8241 -4.3484 4.6639  -0.107
H: 0.4752 -5.9934 9.7313  0.088
H: -0.8728 -5.8476 8.6310  0.061
H: -0.6511 -4.5853 9.8011  0.064
H: 1.4368 -3.8482 8.6184  0.097
H: 1.5382 -5.3377 7.6930  0.118
H: 1.9913 -3.2638 6.1902  0.134
H: 0.5369 -2.5026 5.4904  0.083
H: 1.8389 -1.6974 8.1256  0.057
H: 1.2740 -0.6609 6.8071  0.063
H: 0.1641 -1.5100 7.8802  0.077
H: -0.7983 -5.6739 6.2762  0.116
H: 0.8425 -5.3492 5.6374  0.087
H: -0.8531 -5.0140 3.8439  0.045
H: -0.4091 -3.4902 4.2618  0.022
H: -1.8469 -4.0452 4.8821  0.070
C: -5.3558 -9.0768 3.1839  -0.094
C: -5.5289 -7.5993 3.0581  -0.279
N: -4.6891 -6.8897 2.1019  -0.196
C: -4.5099 -7.5304 0.8015  -0.247
C: -5.7662 -7.7099 -0.0897  -0.091
C: -4.9610 -5.4254 2.0623  -0.216
C: -4.3630 -4.7458 3.3464  -0.067
H: -6.0837 -9.4535 3.9035  0.078
H: -4.3425 -9.3403 3.4675  0.080
H: -5.5958 -9.6299 2.2634  0.071
H: -6.5776 -7.3586 2.9201  0.111
H: -5.2097 -7.1209 3.9716  0.095
H: -3.7658 -6.9433 0.2254  0.107
H: -4.0853 -8.5118 0.9820  0.094
H: -6.0818 -6.7836 -0.6027  0.068
H: -5.6623 -8.4574 -0.9076  0.073
H: -6.6380 -8.1391 0.4101  0.059
H: -6.0340 -5.1927 1.9433  0.112
H: -4.4597 -5.0719 1.1591  0.080
H: -4.8022 -5.1418 4.2696  0.065
H: -4.4309 -3.6290 3.2946  0.074
H: -3.3080 -4.9941 3.3300  0.037
C: -0.3800 -0.5766 -4.5838  -0.072
C: 0.4887 -1.8151 -4.9723  -0.244
N: 1.0519 -1.7863 -6.3164  -0.179
C: 1.8321 -0.5831 -6.5504  -0.267
C: 2.7719 -0.8520 -7.7088  -0.076
C: -0.0098 -1.9720 -7.3065  -0.269
C: -0.1688 -3.4003 -7.7479  -0.083
H: 0.2725 0.2921 -4.2540  0.083
H: -1.1708 -0.6125 -3.8307  0.042
H: -0.8888 -0.3128 -5.4776  0.025
H: 1.2768 -1.9478 -4.2360  0.088
H: -0.1238 -2.7146 -4.8643  0.107
H: 2.3911 -0.3773 -5.6178  0.102
H: 1.2154 0.2986 -6.7465  0.109
H: 3.5243 -0.0926 -7.7228  0.042
H: 2.3126 -0.7644 -8.7337  0.090
H: 3.2127 -1.8298 -7.6323  0.071
H: -0.9961 -1.5265 -6.9537  0.120
H: 0.2509 -1.3750 -8.1930  0.109
H: -0.3705 -4.1275 -6.9448  0.071
H: -1.0483 -3.4684 -8.3995  0.080
H: 0.7649 -3.7610 -8.0942  0.056
C: 0.2608 0.6525 -1.0319  -0.082
C: 0.3082 0.1668 0.4081  -0.253
N: 1.5109 0.5485 1.1034  -0.177
C: 1.4291 0.4501 2.5903  -0.217
C: 1.6106 -0.9632 3.1918  -0.061
C: 2.7776 -0.0345 0.6195  -0.235
C: 3.9786 0.7016 1.1796  -0.064
H: 1.0812 0.1740 -1.5505  0.053
H: 0.4026 1.7166 -1.1765  0.040
H: -0.6755 0.3491 -1.6157  0.082
H: -0.5473 0.5909 0.9597  0.110
H: 0.2271 -0.9434 0.4240  0.108
H: 2.0934 1.1686 3.0198  0.065
H: 0.3926 0.7108 2.7972  0.085
H: 1.3085 -0.9347 4.2209  0.037
H: 0.8605 -1.6348 2.7553  0.070
H: 2.6000 -1.3858 3.1706  0.058
H: 2.6961 0.0363 -0.4900  0.089
H: 2.7488 -1.1557 0.8407  0.114
H: 3.9331 1.7696 0.8499  0.084
H: 4.9037 0.3042 0.8132  0.048
H: 4.0782 0.6205 2.2661  0.062
C: 3.1826 6.4751 -1.7589  -0.123
C: 2.6222 7.8395 -1.6613  -0.257
N: 1.1455 7.9101 -1.9785  -0.190
C: 0.3984 7.1487 -1.0349  -0.275
C: -1.0673 6.9926 -1.5460  -0.071
C: 0.8194 9.3432 -2.1636  -0.208
C: 1.1420 10.3397 -0.9335  -0.066
H: 2.9243 5.8583 -0.9460  0.010
H: 4.2882 6.5171 -1.8662  0.098
H: 2.8117 6.0316 -2.7329  0.105
H: 2.7808 8.2104 -0.6117  0.122
H: 3.1727 8.5298 -2.2755  0.108
H: 0.8501 6.1386 -0.9318  0.094
H: 0.4492 7.5962 -0.0069  0.121
H: -1.5024 6.1337 -0.9953  0.042
H: -1.6728 7.8976 -1.3620  0.072
H: -1.1010 6.8934 -2.6536  0.079
H: -0.2532 9.4447 -2.3925  0.099
H: 1.3543 9.6632 -3.0368  0.093
H: 0.4745 11.2087 -0.9601  0.063
H: 2.1477 10.7111 -0.9552  0.050
H: 0.8877 9.7879 -0.0361  0.049
C: 3.6353 -3.9531 1.3298  -0.099
C: 3.6407 -5.4376 1.4569  -0.263
N: 3.0614 -6.0315 2.6697  -0.181
C: 1.5924 -5.9215 2.6685  -0.241
C: 0.8853 -7.0031 1.8291  -0.080
C: 3.7229 -5.4984 3.8368  -0.279
C: 3.6124 -6.3523 5.0661  -0.089
H: 3.5757 -3.6092 0.3018  0.046
H: 4.5664 -3.4746 1.7828  0.104
H: 2.8485 -3.4724 1.8634  0.031
H: 3.2045 -5.9649 0.5963  0.108
H: 4.6848 -5.8068 1.4121  0.119
H: 1.2283 -6.0595 3.7375  0.097
H: 1.2822 -4.8865 2.4281  0.093
H: 1.1902 -7.0404 0.7388  0.079
H: 1.0667 -8.0195 2.2333  0.076
H: -0.1969 -7.0248 1.8375  0.049
H: 3.3200 -4.5239 4.0959  0.103
H: 4.7281 -5.3557 3.4570  0.112
H: 2.5912 -6.5955 5.2576  0.031
H: 4.0337 -5.8913 5.9909  0.083
H: 4.1830 -7.3161 5.0476  0.087

[2]
The following is a DFT calculation (wB97M-V/def2-TZVPD) of a structure of composition C24H18ClFINO6Sn.

Results
LUMO level (Eh): -0.0223
Highest occupied orbital energy (eV): -8.1
Gap between HOMO and LUMO (eV): 7.52

Each line ends with the natural charge from an NBO analysis.
Atoms and positions in Å:
Sn: -1.6052 -1.6137 1.0737  1.465
O: -1.7373 0.7960 -1.0454  -0.657
C: -0.9763 1.0316 -0.1224  0.830
O: -0.9337 0.3614 0.9922  -0.896
C: 0.0412 2.1581 -0.2356  -0.343
C: 0.8723 2.4032 1.0316  0.090
C: 1.6096 3.7467 0.9156  -0.432
C: 2.7472 3.3839 -0.0734  -0.427
C: 2.4188 1.9127 -0.3580  0.090
O: 1.9291 1.4499 0.8961  -0.515
C: 1.1659 1.8550 -1.2759  -0.327
C: 1.0920 0.5465 -2.0275  0.820
O: 1.1490 0.4653 -3.2272  -0.596
O: 1.0358 -0.5122 -1.2002  -0.518
H: -0.5135 3.0431 -0.5487  0.239
H: 0.3377 2.2307 1.9604  0.219
H: 2.0082 4.0443 1.8843  0.218
H: 0.9626 4.5457 0.5537  0.208
H: 3.7249 3.4671 0.3980  0.219
H: 2.7496 3.9930 -0.9767  0.210
H: 3.2506 1.2898 -0.6793  0.216
H: 1.2069 2.6231 -2.0443  0.238
Cl: 2.6267 0.5522 6.2612  0.001
C: 1.9600 -0.2118 4.8504  -0.047
C: 2.7887 -0.6865 3.8773  -0.211
C: 2.2764 -1.3188 2.7279  -0.234
I: 3.6053 -1.9869 1.2819  0.171
C: 0.9228 -1.4847 2.5308  0.395
O: 0.3865 -2.0938 1.4989  -0.878
C: 0.0638 -0.9520 3.5493  0.109
N: -1.2706 -1.0547 3.3122  -0.531
C: -2.1348 -0.5981 4.1882  0.086
C: -1.7305 0.0018 5.3895  -0.263
C: -0.3932 0.1421 5.6424  -0.106
C: 0.5555 -0.3293 4.7126  -0.102
H: 3.8586 -0.5793 3.9897  0.242
H: -3.1848 -0.6932 3.9369  0.206
H: -2.4746 0.3566 6.0877  0.232
H: -0.0483 0.6173 6.5507  0.238
F: -3.7895 -4.5255 -1.7277  -0.325
C: -2.6110 -3.8714 -1.7376  0.404
C: -1.5175 -4.4655 -1.1406  -0.297
C: -0.3123 -3.7753 -1.1411  -0.182
C: -0.2045 -2.5252 -1.7446  -0.103
C: 1.1222 -1.8219 -1.7909  -0.098
C: -1.3316 -1.9580 -2.3388  -0.163
C: -2.5461 -2.6261 -2.3320  -0.283
H: -1.6189 -5.4377 -0.6781  0.235
H: 0.5543 -4.2076 -0.6562  0.230
H: 1.4730 -1.7178 -2.8165  0.224
H: 1.8564 -2.3651 -1.2001  0.209
H: -1.2626 -0.9793 -2.7949  0.251
H: -3.4320 -2.1948 -2.7770  0.239

[3]
The following is a DFT calculation (wB97M-V/def2-TZVPD) of a structure of composition C4H6N2O8S2Zn.

Results
LUMO level (Eh): 0.1602
Highest occupied orbital energy (eV): -1.2
Gap between HOMO and LUMO (eV): 5.59
Charge: -2

Each line ends with the natural charge from an NBO analysis.
Atoms and positions in Å:
Zn: -0.2494 0.8144 0.5751  1.730
S: 0.9136 -0.5497 2.4183  2.580
O: 0.6010 -0.7568 3.8449  -1.049
O: 2.1912 -1.2127 2.0685  -1.098
O: -0.1494 -0.9835 1.4820  -1.170
O: 0.8891 0.9026 2.1202  -1.138
S: -1.5736 3.0713 0.9803  2.585
O: -0.4676 2.7148 0.0372  -1.183
O: -1.8052 1.6798 1.4972  -1.164
O: -1.1002 3.9151 2.0826  -1.060
O: -2.6785 3.7108 0.2829  -1.065
C: -2.8737 -2.0126 -1.9486  -0.712
C: -1.9804 -0.9617 -1.4655  0.341
N: -1.2814 -0.1464 -1.0864  -0.350
H: -2.6095 -2.4227 -2.9172  0.236
H: -3.8465 -1.5157 -2.0081  0.250
H: -2.9419 -2.7977 -1.1986  0.257
C: 3.5137 -0.9150 -1.1930  -0.715
C: 2.4682 0.0902 -1.0075  0.340
N: 1.5985 0.8051 -0.8159  -0.361
H: 4.3983 -0.4051 -1.5835  0.224
H: 3.2020 -1.6571 -1.9237  0.230
H: 3.7818 -1.3673 -0.2412  0.292

[4]
The following is a DFT calculation (wB97M-V/def2-TZVPD) of the ion C5H8O with charge +1.

Results
Multiplicity: 2
LUMO level (spin up / spin down) (Eh): -0.1838 / -0.2686
Highest occupied orbital energy (spin up / spin down) (eV): -14.1 / -15.7
Gap between HOMO and LUMO (spin up / spin down) (eV): 9.05 / 8.39
Charge: +1

Each line ends with the natural charge from an NBO analysis.
Atoms and positions in Å:
C: 0.2808 2.8143 -0.2960  -0.146
C: -0.1089 1.5147 0.0034  -0.229
C: 0.6897 0.2943 -0.1375  -0.180
C: -0.0010 -0.9489 0.1342  0.543
O: -1.3622 -0.8641 0.1024  -0.624
C: 0.5931 -2.3177 0.2166  -0.716
H: 1.2805 2.8529 -0.7681  0.211
H: -0.3098 3.8037 -0.0056  0.265
H: -1.0665 1.3692 0.5711  0.250
H: 1.8020 0.2789 -0.5719  0.278
H: -1.6933 -1.5646 -0.4962  0.525
H: 0.6147 -2.5308 1.3202  0.295
H: -0.0741 -3.0818 -0.2661  0.262
H: 1.6226 -2.3545 -0.1267  0.268

In order of appearance, ΔE to the lowest compared entry with this formula, charge and spin = 677.87, 0.00, 64.44, 84.19 kJ/mol.
In order of appearance, total energy = -119322.2879, -68130.1555, -93695.8160, -7352.2472 eV.